# 1
{
  "formula": "C15H23F9N4O6PS",
  "method": "ωB97M-V/def2-TZVPD",
  "lumo_ev": -5.483,
  "charge": 1,
  "e_homo_ev": -10.762,
  "orbital_gap_ha": 0.1940,
  "total_energy_ev": -78725.9606,
  "species": ["C", "C", "C", "N", "N", "C", "O", "N", "O", "C", "C", "P", "O", "O", "O", "C", "N", "C", "C", "C", "C", "C", "C", "F", "F", "C", "F", "F", "S", "F", "F", "F", "F", "F", "H", "H", "H", "H", "H", "H", "H", "H", "H", "H", "H", "H", "H", "H", "H", "H", "H", "H", "H", "C", "O", "H", "H", "H", "H"],
  "positions_angstrom": [[2.1186, -4.0792, 0.3909], [1.8755, -3.0286, -0.6713], [1.8055, -1.3960, -0.3137], [0.3162, -0.9715, -0.2585], [-0.5146, -1.8663, -0.8403], [-1.9713, -1.5953, -0.8116], [-2.9911, -2.5106, -1.4164], [-2.7905, -2.5305, -2.7682], [-2.3280, -3.6456, -3.0320], [-2.5065, -0.2428, -0.0812], [-4.1369, 0.0482, -0.0076], [-4.7388, -0.3764, 1.7734], [-6.3052, -0.6510, 1.8479], [-3.9164, -1.8249, 2.3110], [-4.3317, 0.9233, 2.9030], [-1.4730, 0.8457, 0.5779], [-1.9152, 2.1124, 1.2683], [-2.1686, 3.2570, 0.3150], [-1.8642, 2.9295, -1.2637], [0.1160, 0.3439, 0.4294], [1.3458, 1.3010, 1.0380], [2.1334, 2.0528, -0.1842], [3.2946, 3.1306, 0.3098], [2.9268, 3.4534, 1.7420], [3.1318, 4.4058, -0.4232], [4.8042, 2.5248, 0.3751], [5.5395, 3.3245, 1.4252], [4.7512, 1.1191, 0.9174], [5.8170, 2.5892, -1.1795], [5.9529, 4.2949, -1.1996], [7.2667, 2.5739, -0.2004], [5.8502, 0.8600, -1.1804], [4.4781, 2.5446, -2.2396], [6.8387, 2.5478, -2.5595], [3.2132, -4.5005, 0.5992], [1.2582, -4.5650, 1.0338], [1.6880, -3.4200, -1.7680], [2.3411, -1.2862, 0.7225], [2.3648, -0.8677, -1.2079], [-4.2419, 1.2342, -0.0976], [-4.7517, -0.4679, -0.8589], [-2.9186, -1.7097, 2.2691], [-5.0874, 1.0764, 3.5494], [-1.3182, 2.3747, 2.0814], [-1.6058, 4.2248, 0.6575], [-3.3366, 3.4946, 0.3888], [-2.1648, 3.9065, -1.8770], [-2.4936, 2.0559, -1.7218], [-0.7031, 2.7991, -1.4403], [2.1084, 0.6542, 1.6901], [0.8133, 2.0188, 1.8045], [1.3919, 2.6637, -0.8552], [2.6631, 1.2678, -0.8840], [-2.8718, -5.6676, 0.0592], [-1.5605, -5.6443, -0.4739], [-2.8822, -6.3008, 0.9495], [-3.1732, -4.6535, 0.3325], [-3.5610, -6.0763, -0.6839], [-1.5825, -5.0752, -1.2621]],
  "forces_ev_per_angstrom": [[0.01, 0.99, -0.88], [0.56, -0.95, 1.31], [-0.28, -3.43, -0.73], [-0.19, 3.55, 1.76], [-4.68, 1.99, 0.67], [1.76, 3.48, 2.04], [2.88, 2.94, 4.27], [2.76, -5.35, -2.85], [-2.07, 4.53, 0.15], [1.53, 0.06, -0.19], [2.19, 1.51, 0.08], [-5.21, -1.47, 3.09], [6.12, 1.11, -0.66], [0.45, 3.50, -1.48], [-0.81, -2.31, -1.92], [1.31, -3.26, -1.05], [1.77, -2.57, -2.05], [-1.83, 0.95, -1.22], [0.27, 1.47, -0.18], [-3.78, -0.79, -0.68], [-0.25, -1.00, 0.30], [0.42, 0.33, -0.76], [-2.86, 1.13, 1.66], [1.34, -0.76, -3.94], [1.07, -4.04, 2.16], [0.17, 0.38, 5.38], [-2.55, -2.70, -3.69], [-0.22, 4.77, -1.74], [5.25, -0.80, -2.90], [-1.15, -3.76, 0.09], [-3.23, -0.21, -2.19], [-0.15, 3.47, -0.47], [2.28, 0.39, 2.47], [-2.41, 0.12, 2.91], [-2.72, -0.38, -1.83], [1.86, 2.34, -0.03], [2.03, 1.32, 1.91], [-1.34, 0.12, -2.15], [-1.27, -0.97, 1.98], [0.07, -2.62, 0.20], [1.21, 0.70, 2.02], [-1.61, -0.17, 0.20], [0.93, -0.69, -1.35], [-0.56, -0.55, -1.11], [-0.91, -2.02, -0.66], [2.54, -0.33, -0.13], [0.62, -2.12, 1.40], [1.35, 1.56, 1.08], [-2.45, -0.04, 0.28], [-1.77, 1.33, -1.59], [1.17, -1.27, -1.89], [1.47, -1.11, 1.42], [-1.09, 1.57, 1.49], [-0.08, 0.05, -0.13], [0.45, 0.36, -0.34], [0.08, 0.10, -0.18], [-0.28, -0.06, 0.13], [-0.20, 0.02, 0.18], [0.04, -0.40, 0.38]]
}

=====

# 2
{
  "formula": "C47H52F9NP3Pd",
  "method": "ωB97M-V/def2-TZVPD",
  "lumo_ev": [-11.386, -11.386],
  "charge": 3,
  "de_lowest_kcal_mol": 75.61,
  "e_homo_ev": [-16.461, -16.460],
  "orbital_gap_ha": [0.1865, 0.1865],
  "total_energy_ev": -106853.2508,
  "species": ["Pd", "C", "C", "C", "P", "C", "C", "C", "C", "C", "C", "C", "C", "C", "C", "N", "C", "C", "C", "C", "C", "C", "C", "P", "C", "C", "C", "C", "C", "C", "H", "H", "H", "H", "H", "H", "H", "H", "H", "H", "H", "H", "H", "H", "H", "H", "H", "H", "H", "H", "H", "H", "H", "H", "H", "H", "H", "H", "H", "H", "H", "H", "H", "H", "H", "H", "H", "H", "H", "H", "F", "C", "F", "F", "C", "C", "C", "C", "C", "C", "P", "C", "C", "C", "C", "C", "C", "C", "F", "F", "F", "C", "C", "C", "C", "C", "C", "C", "F", "F", "F", "H", "H", "H", "H", "H", "H", "H", "H", "H", "H", "H", "H"],
  "positions_angstrom": [[-0.1929, -0.0334, 0.0024], [-1.5826, -3.9070, 2.8442], [-1.1045, -3.2064, 1.5825], [-2.0371, -3.4684, 0.4050], [-0.9596, -1.3622, 1.8657], [0.1577, -1.0605, 3.3119], [1.4843, -1.7732, 3.0801], [0.3122, 0.4558, 3.4423], [-2.5915, -0.8304, 2.4699], [-3.0187, -0.8453, 3.7799], [-4.2909, -0.3611, 4.1351], [-4.7895, -0.3897, 5.5207], [-5.1032, 0.1886, 3.1209], [-4.7068, 0.2120, 1.8155], [-3.4558, -0.3558, 1.4421], [-3.0000, -0.3842, 0.1973], [-3.7107, -0.2833, -0.9263], [-4.9793, -0.8968, -1.0914], [-5.7611, -0.5714, -2.1638], [-5.3256, 0.3604, -3.1297], [-6.2334, 0.8077, -4.1988], [-4.0010, 0.8275, -3.0491], [-3.1729, 0.4761, -2.0040], [-1.4123, 0.9536, -1.8613], [-0.7290, 0.7565, -3.6177], [-0.8765, 2.0013, -4.4832], [-1.3299, -0.4903, -4.2632], [-1.5945, 2.7224, -1.2348], [-0.2827, 3.4836, -1.1367], [-2.1820, 2.6052, 0.1725], [-1.6684, -4.9718, 2.6346], [-2.5633, -3.5509, 3.1517], [-0.8874, -3.7950, 3.6712], [-0.0899, -3.5379, 1.3284], [-3.0608, -3.1920, 0.6552], [-2.0307, -4.5293, 0.1649], [-1.7265, -2.9140, -0.4859], [-0.3157, -1.4523, 4.2174], [1.8656, -1.5400, 2.0829], [1.3830, -2.8531, 3.1614], [2.2103, -1.4492, 3.8233], [0.6593, 0.9037, 2.4995], [1.0368, 0.6964, 4.2146], [-0.6320, 0.9233, 3.7168], [-2.3819, -1.2245, 4.5665], [-4.0734, -0.7930, 6.2295], [-5.7063, -0.9858, 5.5718], [-5.0914, 0.6115, 5.8387], [-6.0672, 0.5975, 3.3924], [-5.3350, 0.6444, 1.0516], [-5.3233, -1.5862, -0.3351], [-6.7434, -1.0091, -2.2618], [-7.2429, 0.9523, -3.8116], [-6.3313, 0.0382, -4.9722], [-5.8862, 1.7186, -4.6781], [-3.6512, 1.4836, -3.8316], [0.3390, 0.5480, -3.4762], [-1.9123, 2.2952, -4.6199], [-0.4654, 1.7831, -5.4684], [-0.3315, 2.8512, -4.0827], [-2.3540, -0.3415, -4.5949], [-1.3024, -1.3389, -3.5774], [-0.7363, -0.7516, -5.1370], [-2.2930, 3.2441, -1.8971], [0.4132, 2.9390, -0.4885], [-0.4723, 4.4517, -0.6763], [0.1783, 3.6773, -2.1000], [-1.5324, 1.9708, 0.8074], [-3.1883, 2.1955, 0.1625], [-2.2308, 3.5890, 0.6328], [5.6592, 3.9326, -4.6694], [5.0839, 2.7636, -4.9613], [6.0242, 1.9466, -5.4298], [4.2044, 2.9824, -5.9443], [4.4022, 2.1690, -3.7406], [5.1483, 1.4579, -2.8119], [4.5320, 0.8895, -1.7110], [3.1550, 1.0152, -1.5516], [2.4239, 1.7570, -2.4675], [3.0413, 2.3465, -3.5558], [2.3156, 0.2221, -0.1184], [2.8340, -1.5273, -0.2560], [4.1376, -1.9675, -0.0373], [4.4768, -3.2879, -0.2799], [3.5077, -4.1750, -0.7193], [2.1931, -3.7608, -0.9087], [1.8646, -2.4372, -0.6875], [3.8564, -5.6222, -0.9978], [3.1841, -6.4293, -0.1618], [3.5016, -5.9608, -2.2407], [5.1514, -5.8639, -0.8506], [3.1383, 1.0687, 1.2739], [3.8226, 0.4619, 2.3275], [4.2733, 1.2317, 3.3852], [4.0121, 2.5974, 3.4152], [3.3670, 3.2209, 2.3557], [2.9425, 2.4568, 1.2882], [4.3136, 3.3680, 4.6842], [4.2793, 4.6843, 4.5127], [3.3582, 3.0615, 5.5875], [5.4865, 3.0374, 5.2100], [6.2135, 1.3457, -2.9511], [5.1355, 0.3679, -0.9867], [1.3638, 1.8820, -2.3148], [2.4787, 2.9332, -4.2664], [4.8980, -1.2937, 0.3198], [5.4908, -3.6263, -0.1312], [1.4525, -4.4771, -1.2335], [0.8316, -2.0964, -0.8640], [4.0116, -0.6000, 2.3403], [4.8094, 0.7725, 4.2030], [3.1831, 4.2820, 2.3820], [2.4525, 2.9417, 0.4553]],
  "forces_ev_per_angstrom": [[-1.55, -0.06, -0.50], [0.13, -0.14, -0.04], [-0.11, 0.52, -0.02], [0.21, 0.07, -0.10], [1.94, -0.85, 1.43], [-0.40, -0.11, -0.05], [-0.21, -0.04, -0.06], [-0.02, -0.03, -0.13], [0.26, 0.26, -0.05], [0.38, -0.10, -0.28], [-0.09, 0.07, -0.42], [-0.10, -0.04, 0.32], [-0.20, 0.10, -0.20], [-0.52, -0.48, -0.04], [-0.49, -0.11, 0.05], [1.94, 0.43, -0.10], [-0.62, -0.22, -0.41], [-0.43, 0.57, 0.42], [0.00, -0.04, -0.10], [0.14, -0.27, 0.57], [-0.27, 0.04, -0.35], [0.32, 0.10, 0.22], [0.28, -0.64, 0.28], [1.41, 1.44, -0.98], [-0.24, 0.15, 0.47], [0.15, -0.10, -0.04], [0.09, -0.06, 0.07], [0.06, -0.30, -0.17], [0.03, -0.04, -0.07], [0.01, -0.12, 0.06], [-0.03, -0.09, 0.04], [-0.11, -0.01, 0.04], [0.06, 0.03, 0.13], [-0.06, 0.17, 0.02], [-0.12, -0.01, -0.02], [-0.03, -0.07, -0.03], [-0.06, -0.06, -0.02], [0.10, -0.02, -0.03], [0.09, -0.06, 0.13], [0.02, -0.10, -0.02], [0.03, 0.02, 0.01], [-0.03, -0.06, 0.23], [0.11, 0.04, 0.12], [-0.06, 0.14, 0.00], [0.05, -0.04, 0.00], [0.06, 0.00, 0.01], [0.01, -0.05, -0.04], [0.06, 0.05, 0.00], [0.00, 0.10, 0.02], [-0.07, 0.15, -0.03], [-0.08, -0.13, 0.06], [-0.07, -0.09, -0.05], [0.01, 0.07, 0.02], [0.09, -0.05, 0.01], [-0.02, 0.04, -0.03], [0.06, 0.05, -0.03], [-0.25, 0.09, 0.16], [-0.12, 0.07, -0.05], [0.00, 0.04, -0.07], [0.02, 0.12, 0.04], [-0.02, -0.01, -0.02], [-0.05, -0.13, -0.04], [0.04, -0.03, -0.04], [0.03, -0.05, 0.01], [0.01, 0.08, -0.10], [-0.02, 0.06, 0.04], [0.11, -0.04, -0.05], [-0.27, 0.27, -0.11], [-0.09, -0.01, 0.10], [0.01, 0.10, 0.02], [0.03, 0.06, 0.14], [-0.02, 0.08, 0.02], [0.12, -0.15, 0.04], [-0.18, -0.01, -0.04], [-0.06, 0.06, -0.14], [0.02, -0.02, 0.01], [0.04, 0.02, 0.08], [-0.90, 0.15, 0.04], [-0.10, -0.03, 0.12], [0.13, -0.01, -0.11], [0.36, -0.64, -0.13], [-0.48, 0.20, 0.12], [-0.08, 0.17, 0.06], [-0.13, -0.10, -0.05], [0.02, -0.03, 0.00], [0.22, 0.00, 0.01], [-0.35, 0.09, -0.10], [-0.17, -0.12, 0.05], [-0.07, 0.02, 0.10], [-0.03, 0.06, -0.14], [0.20, 0.04, 0.03], [-0.65, 0.06, -0.12], [-0.08, -0.09, -0.10], [0.00, 0.18, -0.01], [-0.05, -0.01, 0.03], [0.08, -0.16, 0.15], [-0.02, -0.19, -0.12], [-0.19, -0.05, 0.17], [0.04, 0.14, -0.23], [-0.02, -0.07, 0.06], [0.16, -0.11, -0.04], [0.07, -0.03, 0.00], [0.08, -0.07, 0.04], [0.00, 0.04, -0.03], [-0.07, 0.00, -0.06], [0.12, 0.09, 0.04], [0.06, -0.01, 0.02], [-0.08, -0.01, -0.08], [0.48, -0.21, 0.05], [-0.04, -0.09, -0.04], [0.04, -0.05, 0.05], [0.02, 0.15, -0.02], [-0.05, 0.07, -0.07]]
}

=====

# 3
{
  "formula": "ClH26O17",
  "method": "ωB97M-V/def2-TZVPD",
  "lumo_ev": 2.217,
  "charge": -1,
  "de_lowest_kcal_mol": 37.23,
  "e_homo_ev": -6.893,
  "orbital_gap_ha": 0.3348,
  "total_energy_ev": -47747.0659,
  "species": ["Cl", "O", "O", "O", "O", "O", "H", "H", "O", "H", "H", "O", "H", "H", "O", "H", "H", "O", "H", "H", "O", "H", "H", "O", "H", "H", "O", "H", "H", "O", "H", "H", "O", "H", "H", "O", "H", "H", "O", "H", "H", "O", "H", "H"],
  "positions_angstrom": [[0.2612, -0.5769, -1.0447], [1.6012, -0.6499, -1.7697], [-0.7128, -1.6639, -1.5147], [0.5702, -0.7649, 0.3643], [-0.3668, 0.7731, -1.3437], [3.2472, 0.0071, 0.9833], [2.3022, -0.0939, 1.1263], [3.3672, 0.4511, 0.1763], [0.8812, 0.4121, 2.9233], [0.1662, 0.3091, 3.5313], [1.5662, 0.8421, 3.3313], [2.2702, -2.9649, -0.1207], [1.5492, -2.4739, 0.2553], [2.7082, -2.2779, -0.5727], [-1.5018, 0.7131, 1.7533], [-1.9368, -0.0049, 1.3483], [-0.6098, 0.5971, 2.0633], [-2.7118, 1.9021, -2.3067], [-3.0528, 2.6961, -2.7667], [-1.7758, 2.0041, -2.2487], [-2.3708, 2.6651, 0.2243], [-2.2288, 1.9971, 0.9073], [-2.6168, 2.3391, -0.6057], [1.0492, -2.8529, 2.3913], [1.6002, -3.6839, 2.4153], [1.5812, -2.1349, 2.8353], [-0.2618, -4.1609, -0.6797], [-0.4308, -3.4179, -1.2847], [0.6232, -3.9339, -0.4827], [2.8772, 2.1411, -1.5267], [2.7052, 1.2291, -1.6937], [2.5892, 2.2971, -0.6137], [0.5782, 2.4331, 0.6273], [0.6952, 2.5311, 1.5713], [-0.0258, 1.7731, 0.4423], [-3.1168, -0.8099, -2.2187], [-2.6668, -0.0889, -2.6287], [-2.4048, -1.2399, -1.7257], [-2.1158, -1.7879, 1.1803], [-2.8538, -2.3329, 0.8493], [-1.3358, -2.2429, 0.9153], [-0.2378, 3.4921, -1.7257], [0.6212, 3.8311, -2.0617], [-0.0758, 2.7221, -1.2797]],
  "forces_ev_per_angstrom": [[0.29, 0.65, -2.78], [-3.04, 0.01, 1.02], [2.92, 2.66, 0.90], [-1.02, 0.25, -0.72], [1.32, -3.47, 0.98], [0.36, -0.88, 2.08], [-0.23, 0.07, -0.34], [0.07, 0.88, -1.63], [-1.59, -1.74, -1.94], [-0.55, -0.18, 1.08], [2.62, 1.71, 1.66], [-0.08, -1.70, 0.42], [-0.57, 0.27, 0.93], [1.10, 1.15, -1.13], [-0.37, 2.75, 1.37], [-0.08, -2.16, -0.53], [0.16, -0.77, -0.74], [-1.80, 0.51, -1.03], [0.53, -0.63, 0.42], [1.30, 0.46, -0.17], [0.33, 2.07, 2.39], [-0.01, -0.22, -0.51], [-0.75, -1.31, -1.57], [1.22, -0.22, 0.99], [-0.69, 1.54, -0.07], [-0.71, -1.25, -0.82], [-1.56, -0.10, -0.61], [-0.46, -0.41, 0.12], [1.97, -0.17, 0.59], [0.58, 1.23, 0.54], [-0.57, -1.16, -0.34], [-0.33, 0.00, -0.27], [3.20, 2.47, 0.51], [-0.36, -0.24, 0.04], [-2.29, -2.11, -0.14], [-0.71, -1.23, 0.43], [0.18, 1.04, -0.37], [-0.29, 0.07, -0.14], [-1.92, -0.09, 0.19], [0.55, 0.41, 0.15], [1.23, -0.73, -0.40], [-0.17, 3.97, -2.95], [-0.85, -0.74, 0.49], [1.06, -2.69, 1.93]]
}

=====

# 4
{
  "formula": "C5H12NP",
  "method": "ωB97M-V/def2-TZVPD",
  "lumo_ev": -0.323,
  "de_lowest_kcal_mol": 78.75,
  "e_homo_ev": -8.215,
  "orbital_gap_ha": 0.2900,
  "total_energy_ev": -16154.6161,
  "species": ["C", "C", "C", "C", "C", "N", "P", "H", "H", "H", "H", "H", "H", "H", "H", "H", "H", "H", "H"],
  "positions_angstrom": [[-0.6738, -1.6970, -0.4898], [-1.3429, 0.6589, -1.0247], [-0.5085, -0.0479, 1.4399], [1.4986, -0.0343, -0.3519], [-0.5500, -0.2730, -0.0543], [1.9448, 1.2249, -0.0081], [2.1745, 1.8486, 1.3838], [-1.7545, -2.2020, -0.5758], [-0.0181, -2.2909, 0.1150], [-0.3787, -1.7112, -1.6237], [-2.4466, 0.3347, -1.1064], [-1.2548, 1.6788, -0.6469], [-0.9971, 0.3878, -2.0556], [-0.7911, 0.9830, 1.8207], [0.5597, -0.3511, 1.6676], [-1.2638, -0.7134, 1.9471], [1.6081, 0.0079, -1.4733], [1.7954, -0.9455, 0.0882], [2.3988, 3.1417, 0.9482]],
  "forces_ev_per_angstrom": [[-1.39, -0.76, -2.84], [-0.42, -1.87, 0.46], [-0.57, -0.12, 0.56], [-3.03, 1.17, -3.52], [1.54, 1.20, -1.28], [-0.67, 0.02, -0.27], [0.35, -0.38, 1.80], [2.02, 1.39, 0.84], [0.22, -0.83, 0.04], [-0.06, -0.31, 2.06], [1.40, 0.56, 0.70], [-0.04, 0.09, -0.82], [0.11, 1.08, 0.80], [0.80, -1.04, -0.72], [-1.63, 0.46, 0.89], [0.88, 0.36, -0.35], [-0.37, -1.20, 0.93], [0.63, -0.85, 0.91], [0.25, 1.02, -0.19]]
}